Computed, not measured: a cluster of 2 separate species, C2H8IN5 in total at a distorted geometry, with the ωB97M-V functional and the def2-TZVPD basis.

Values from the calculation:
HOMO-LUMO gap, eV: 7.8
Charge: +2
E_tot, Ha: -651.67150
Spin multiplicity: 1
Energy relative to the best compared isomer or geometry (same formula, charge and spin), eV: 0.000

```
16
Properties=species:S:1:pos:R:3:lowdin_charge:R:1
C -0.24 -1.23 0.14 -0.08
C -1.56 -1.52 -0.43 -0.53
N 0.87 -1.64 0.10 0.08
N -0.03 1.22 -0.14 -0.06
N -0.06 1.82 1.00 0.18
N 2.08 -1.80 0.48 0.15
N 0.21 1.95 -1.15 0.20
I -3.16 -0.22 0.33 0.86
H -1.83 -2.58 -0.05 0.13
H -1.50 -1.24 -1.44 0.04
H -0.42 1.24 1.72 0.11
H -0.09 2.87 1.18 0.20
H 2.88 -1.24 0.03 0.20
H 2.30 -2.24 1.35 0.15
H 0.22 1.61 -2.12 0.17
H 0.34 2.99 -1.01 0.20
```

Computed, not measured: an isolated molecule of C6H6F4 at a distorted geometry, with the ωB97M-V functional and the def2-TZVPD basis.

Values from the calculation:
HOMO-LUMO gap, eV: 11.2
SMILES: C[C@@H]1C(F)(F)[C@@]12CC2(F)F
E_tot, Ha: -631.57464
Spin multiplicity: 1
Energy relative to the best compared isomer or geometry (same formula, charge and spin), eV: 0.885

```
16
Properties=species:S:1:pos:R:3:lowdin_charge:R:1
C 1.32 -0.27 1.61 0.07
C -1.15 0.19 0.04 -0.12
C 0.31 0.18 0.58 -0.16
C 1.49 -0.52 0.11 -0.44
C -0.31 1.43 -0.02 -0.41
C -1.48 -0.58 -1.21 -0.07
F 1.24 -1.74 -0.52 0.06
F 2.49 0.11 -0.56 0.11
F 0.18 1.96 -1.22 0.08
F -0.64 2.41 0.78 0.16
H 2.00 0.51 2.08 0.13
H 1.05 -1.22 2.31 0.17
H -1.78 0.10 0.81 0.10
H -0.75 -0.42 -2.12 0.12
H -2.54 -0.41 -1.64 0.10
H -1.42 -1.73 -1.04 0.10
```

Computed, not measured: a structure of composition C8H10N3O2 at a distorted geometry, with the ωB97M-V functional and the def2-TZVPD basis.

Values from the calculation:
HOMO-LUMO gap, eV: 9.5
Charge: +1
E_tot, Ha: -625.25235
Spin multiplicity: 1
Energy relative to the best compared isomer or geometry (same formula, charge and spin), eV: 3.649

```
23
Properties=species:S:1:pos:R:3:lowdin_charge:R:1
C 0.67 0.35 -0.36 0.01
C 1.99 0.18 -0.22 -0.15
C 2.56 -1.15 0.17 -0.35
C 0.29 -1.91 -0.03 -0.26
C -1.87 -2.89 -0.34 -0.07
C -1.68 -0.59 0.03 -0.14
C 3.10 1.23 -0.34 0.01
C -2.37 1.23 0.46 0.14
N -2.44 -1.58 0.02 0.13
N 1.54 -2.13 0.18 0.27
N -0.27 -0.64 -0.15 0.07
O 3.72 -1.40 0.35 0.15
O -0.48 -2.95 0.02 0.10
H 0.17 1.43 -0.37 0.18
H -2.28 -3.59 0.30 0.12
H -1.82 -2.93 -1.41 0.15
H 3.22 1.22 -1.48 0.13
H 3.90 0.65 0.15 0.08
H 2.89 2.17 0.06 0.07
H -2.18 1.75 -0.51 0.07
H -1.76 1.64 1.25 0.05
H -3.27 0.97 0.80 -0.01
H 1.80 -3.13 0.41 0.24
```

Computed, not measured: a structure of composition C30H37BeClF5MgN5O11PS2 at a distorted geometry, with the ωB97M-V functional and the def2-TZVPD basis.

Values from the calculation:
HOMO-LUMO gap, eV: 1.0
Charge: -1
E_tot, Ha: -4577.75182
Spin multiplicity: 1

```
94
Properties=species:S:1:pos:R:3:lowdin_charge:R:1
C -0.64 -6.29 1.65 -0.22
C -0.57 -4.78 1.13 -0.10
C -0.94 -4.55 -0.38 0.06
C -0.93 -3.11 -0.99 0.00
C -0.58 -1.81 -0.16 0.02
C -0.21 -2.04 1.34 -0.02
C 0.15 -0.81 2.29 -0.11
C -1.26 -0.05 2.61 -0.35
C -1.19 1.54 2.39 -0.09
C -1.81 -0.33 4.10 -0.10
C -0.18 -3.50 1.96 0.00
C 0.26 -3.71 3.50 -0.18
O 1.73 -3.53 3.50 0.01
C 2.33 -4.07 4.67 -0.45
F 1.77 -3.57 5.87 0.07
F 3.71 -3.66 4.66 0.08
F 2.38 -5.49 4.64 0.00
C -0.62 -0.41 -0.89 -0.19
O -0.06 0.61 -0.41 0.02
C -1.33 -0.26 -2.34 -0.11
C -1.72 1.21 -2.83 -0.17
C -0.47 2.20 -3.04 -0.46
S 1.05 1.40 -3.77 1.07
C 2.32 1.08 -2.50 -0.66
N 3.20 -0.04 -2.78 0.02
N 4.05 -0.16 -1.71 0.08
C 3.71 0.91 -0.78 -0.04
O 2.62 1.72 -1.26 -0.09
C -1.65 -1.42 -3.12 -0.23
P -2.51 -1.42 -4.79 0.42
S -4.12 -2.56 -4.64 0.12
C -1.26 -2.88 -2.53 -0.28
O -1.19 -3.84 -3.35 0.02
H -1.75 -6.62 1.81 0.10
H -0.22 -6.95 0.82 0.08
H -0.06 -6.55 2.63 -0.26
H -1.20 -5.47 -1.01 0.12
H 0.61 -1.11 3.30 0.11
H 0.89 -0.10 1.78 0.12
H -2.04 -0.47 1.89 0.13
H -1.64 1.79 1.36 0.07
H -0.11 1.93 2.36 0.09
H -1.83 2.07 3.17 0.05
H -1.46 0.50 4.80 0.07
H -2.96 -0.33 4.15 0.08
H -1.45 -1.34 4.52 0.05
H -0.15 -2.89 4.19 0.09
H -0.07 -4.73 3.92 -0.08
H -2.36 1.68 -1.99 0.14
H -2.36 1.26 -3.77 0.08
H -0.70 3.14 -3.65 0.09
H -0.18 2.59 -1.98 0.07
H 4.34 0.99 0.17 0.12
H -1.67 -2.09 -5.76 0.01
H -2.98 -0.14 -5.23 -0.03
Cl 1.03 -7.59 3.34 -0.02
Be 2.45 3.16 -2.71 0.78
F 3.88 2.40 0.76 -0.61
Mg -1.26 -5.49 5.31 0.88
C -2.95 3.56 6.32 -0.06
C -3.53 2.63 5.34 -0.27
N -3.98 1.91 4.57 0.16
H -3.11 4.60 6.03 0.08
H -3.40 3.42 7.31 0.08
H -1.88 3.41 6.42 0.08
N -6.70 0.94 6.86 -0.64
O -7.56 1.78 7.15 -0.03
O -6.98 0.01 6.08 -0.02
O -5.56 1.02 7.34 -0.04
C 8.16 -0.15 -3.48 -0.10
C 8.58 1.13 -4.21 -0.27
C 7.93 2.38 -3.63 -0.17
C 6.43 2.28 -3.75 -0.16
N 5.26 2.19 -3.84 0.15
H 7.09 -0.33 -3.57 0.07
H 8.68 -1.01 -3.90 0.08
H 8.41 -0.09 -2.41 0.08
H 8.33 1.03 -5.27 0.11
H 9.67 1.23 -4.14 0.11
H 8.27 3.27 -4.17 0.11
H 8.19 2.51 -2.58 0.12
F 2.25 -2.07 -3.46 -0.56
C -3.25 5.59 -3.53 -0.13
C -4.22 5.62 -2.38 -0.13
O -3.64 4.72 -1.45 0.08
C -2.30 4.67 -1.72 -0.55
O -1.49 4.14 -1.02 0.14
O -2.01 5.30 -2.90 0.04
H -3.20 6.54 -4.06 0.14
H -3.48 4.80 -4.25 0.14
H -4.29 6.61 -1.93 0.14
H -5.22 5.29 -2.67 0.14
O -5.79 -2.33 -8.11 -0.26
H -5.55 -2.64 -7.23 -0.15
```

Question: Which of these has the lowest E_tot?
Answer: C30H37BeClF5MgN5O11PS2